{
  "formula": "C44H55GeN3O6Ti",
  "method": "the ωB97M-V functional and the def2-TZVPD basis",
  "e_homo_ev": -7.09,
  "relative_energy_kj_mol": 69.3,
  "total_energy_ha": -5251.73366,
  "gap_ev": 7.7,
  "elements": ["Ti", "C", "C", "O", "C", "C", "O", "C", "C", "O", "C", "C", "O", "H", "H", "H", "H", "H", "H", "H", "H", "H", "H", "H", "H", "H", "H", "H", "H", "C", "Ge", "C", "C", "C", "C", "C", "C", "C", "C", "C", "C", "C", "C", "C", "C", "C", "C", "C", "C", "H", "H", "H", "H", "H", "H", "H", "H", "H", "H", "H", "H", "H", "H", "H", "H", "C", "N", "C", "C", "C", "O", "N", "C", "O", "H", "H", "H", "H", "H", "C", "C", "C", "C", "C", "C", "C", "C", "N", "C", "C", "C", "C", "H", "H", "H", "H", "H", "H", "H", "H", "H", "H", "H", "H", "H", "H", "H", "H", "H", "H"],
  "positions_angstrom": [[-0.106, 0.450, 0.195], [0.706, 0.022, 4.122], [1.430, 0.646, 2.950], [0.526, 1.395, 2.109], [0.267, 2.717, 2.597], [-1.007, 2.804, 3.413], [-2.023, 2.139, 2.720], [-3.165, 1.864, 3.492], [-3.870, 0.673, 2.881], [-3.063, -0.472, 2.723], [-2.741, -1.225, 3.866], [-1.464, -0.795, 4.580], [-0.430, -0.656, 3.635], [0.405, 0.788, 4.845], [1.394, -0.659, 4.642], [1.857, -0.105, 2.302], [2.227, 1.310, 3.284], [0.207, 3.376, 1.737], [1.125, 3.049, 3.181], [-1.241, 3.867, 3.562], [-0.876, 2.362, 4.408], [-3.855, 2.717, 3.504], [-2.881, 1.664, 4.533], [-4.183, 0.942, 1.875], [-4.764, 0.446, 3.476], [-2.607, -2.250, 3.516], [-3.567, -1.221, 4.590], [-1.216, -1.561, 5.326], [-1.601, 0.149, 5.120], [0.523, -1.212, 0.533], [1.724, -2.354, -0.462], [2.938, -1.401, -1.669], [2.769, -1.308, -3.050], [3.702, -0.653, -3.844], [4.811, -0.050, -3.265], [4.982, -0.112, -1.887], [4.060, -0.792, -1.104], [2.874, -3.235, 0.888], [3.837, -4.166, 0.496], [4.653, -4.799, 1.423], [4.516, -4.514, 2.776], [3.557, -3.601, 3.188], [2.746, -2.971, 2.251], [0.739, -3.812, -1.350], [-0.203, -4.483, -0.567], [-0.947, -5.535, -1.075], [-0.763, -5.942, -2.392], [0.178, -5.298, -3.181], [0.926, -4.248, -2.659], [0.124, -1.658, 1.451], [1.896, -1.743, -3.522], [3.561, -0.614, -4.918], [5.539, 0.462, -3.882], [5.838, 0.363, -1.422], [4.220, -0.851, -0.032], [3.956, -4.404, -0.558], [5.394, -5.516, 1.093], [5.150, -5.006, 3.502], [3.437, -3.381, 4.243], [1.987, -2.279, 2.590], [-0.369, -4.166, 0.460], [-1.675, -6.035, -0.448], [-1.347, -6.759, -2.797], [0.339, -5.614, -4.204], [1.674, -3.783, -3.289], [1.352, 1.989, -3.957], [1.962, 2.116, -2.639], [2.960, 3.026, -2.359], [3.381, 3.249, -1.107], [2.756, 2.546, 0.016], [3.041, 2.779, 1.185], [1.809, 1.610, -0.338], [1.435, 1.430, -1.596], [0.483, 0.605, -1.775], [2.009, 2.453, -4.689], [0.377, 2.477, -3.972], [1.224, 0.938, -4.199], [3.368, 3.537, -3.220], [4.165, 3.961, -0.899], [-0.279, 5.155, -0.525], [-1.308, 4.159, -0.994], [-2.323, 4.546, -1.864], [-3.263, 3.611, -2.271], [-4.375, 3.998, -3.213], [-3.190, 2.294, -1.823], [-2.190, 1.852, -0.938], [-1.261, 2.850, -0.554], [-2.008, 0.558, -0.457], [-2.907, -0.520, -0.943], [-4.369, -0.309, -0.494], [-2.494, -1.858, -0.330], [-2.774, -0.699, -2.471], [-0.032, 5.865, -1.315], [0.648, 4.665, -0.216], [-0.651, 5.733, 0.325], [-2.379, 5.569, -2.221], [-4.309, 5.050, -3.492], [-5.351, 3.830, -2.754], [-4.339, 3.402, -4.127], [-3.937, 1.613, -2.192], [-0.453, 2.661, 0.143], [-4.468, -0.621, 0.546], [-5.033, -0.938, -1.092], [-4.714, 0.719, -0.573], [-2.407, -1.769, 0.754], [-1.546, -2.202, -0.734], [-3.258, -2.604, -0.563], [-3.276, 0.068, -3.059], [-3.192, -1.666, -2.766], [-1.715, -0.692, -2.734]],
  "atomic_forces_ev_per_a": [[0.559, 0.374, -0.238], [-0.028, 0.034, -0.042], [-0.071, 0.075, -0.098], [-0.114, -0.045, 0.415], [-0.017, -0.009, -0.092], [0.098, 0.065, 0.022], [0.003, 0.032, -0.070], [-0.002, -0.093, 0.055], [0.000, 0.017, 0.056], [0.029, 0.040, -0.009], [0.078, -0.010, 0.020], [-0.068, 0.008, -0.057], [0.016, -0.068, 0.073], [0.001, 0.000, 0.024], [-0.001, -0.020, -0.008], [0.062, -0.132, -0.080], [0.037, 0.025, 0.000], [-0.032, 0.003, -0.035], [0.038, 0.037, 0.036], [-0.011, 0.031, 0.015], [0.008, -0.027, -0.003], [-0.012, 0.041, -0.016], [0.000, 0.010, -0.022], [-0.011, 0.024, -0.018], [-0.025, -0.034, 0.026], [-0.007, 0.000, -0.022], [-0.010, -0.009, 0.028], [-0.008, -0.026, 0.050], [-0.018, 0.024, -0.016], [0.066, -0.436, -0.338], [-0.177, 0.015, 0.433], [0.056, -0.065, 0.007], [0.000, 0.013, -0.001], [0.004, 0.042, 0.009], [-0.033, -0.018, 0.025], [-0.006, 0.005, -0.018], [0.017, 0.005, 0.005], [0.031, -0.038, -0.053], [0.016, 0.031, -0.103], [-0.020, 0.022, 0.020], [-0.013, 0.008, -0.028], [0.008, -0.003, 0.006], [0.002, -0.073, -0.084], [0.063, 0.026, 0.061], [-0.031, 0.032, 0.018], [0.004, -0.017, -0.044], [0.013, 0.034, 0.027], [0.000, -0.012, 0.031], [0.061, -0.013, -0.018], [-0.124, 0.046, 0.009], [-0.017, 0.031, 0.011], [0.005, 0.010, 0.007], [-0.007, -0.007, 0.005], [-0.018, -0.012, -0.019], [-0.014, 0.009, -0.026], [0.003, 0.009, 0.023], [-0.007, 0.003, -0.004], [-0.005, 0.007, 0.000], [0.000, -0.003, -0.019], [-0.054, 0.070, 0.027], [0.008, -0.013, -0.030], [0.007, -0.001, -0.010], [0.006, 0.006, 0.004], [-0.008, -0.008, 0.008], [-0.014, -0.012, 0.014], [0.040, -0.008, 0.036], [0.079, 0.048, -0.006], [-0.042, -0.030, -0.002], [-0.008, 0.004, -0.050], [0.054, 0.016, 0.077], [-0.043, -0.040, -0.065], [-0.160, 0.036, 0.059], [-0.074, -0.018, 0.130], [-0.075, -0.035, -0.235], [0.015, 0.004, 0.005], [-0.005, 0.005, 0.009], [0.009, -0.014, 0.004], [0.007, 0.000, -0.008], [-0.006, -0.011, -0.006], [0.010, -0.002, 0.018], [-0.004, -0.015, -0.142], [-0.022, -0.010, -0.045], [-0.002, 0.010, 0.020], [0.010, 0.001, 0.003], [0.019, 0.033, 0.034], [0.031, 0.025, -0.051], [-0.145, 0.174, 0.046], [0.034, -0.106, 0.167], [-0.084, -0.024, -0.028], [0.038, 0.018, -0.020], [0.066, 0.054, 0.063], [-0.059, 0.005, 0.024], [-0.006, -0.001, 0.001], [-0.012, 0.004, -0.002], [0.005, -0.007, 0.003], [0.000, -0.016, 0.009], [0.001, -0.018, 0.007], [0.011, 0.004, -0.001], [0.004, 0.002, 0.007], [-0.026, 0.023, 0.047], [-0.067, -0.103, 0.038], [-0.005, -0.014, -0.058], [0.011, 0.004, -0.009], [0.012, 0.010, -0.009], [-0.002, -0.014, -0.049], [0.009, 0.002, -0.011], [-0.006, 0.008, -0.003], [0.072, -0.078, 0.017], [-0.001, 0.025, 0.042], [0.006, -0.014, -0.008]]
}